[1]
{
  "formula": "C5H8O",
  "method": "ωB97M-V/def2-TZVPD",
  "elements": ["C", "C", "C", "C", "O", "C", "H", "H", "H", "H", "H", "H", "H", "H"],
  "positions_angstrom": [[-1.23, -0.70, 0.90], [-0.19, 0.32, 0.45], [-0.45, 0.58, -1.09], [0.97, 0.18, -0.98], [1.67, 1.35, -0.91], [1.17, -0.48, 0.32], [-1.24, -1.60, 0.27], [-1.04, -1.01, 1.93], [-2.24, -0.26, 0.86], [1.24, 1.75, -0.09], [-0.50, 1.59, -1.49], [-1.25, -0.06, -1.44], [2.09, -0.12, 0.77], [1.00, -1.54, 0.51]],
  "total_charge": 0,
  "smiles": "C[C@]12C[C@]1(O)C2",
  "e_tot_ev": -7357.2941,
  "spin_multiplicity": 1
}


[2]
{
  "formula": "C31H29F3N5O6SV",
  "method": "ωB97M-V/def2-TZVPD",
  "elements": ["V", "O", "C", "C", "C", "N", "C", "C", "C", "O", "O", "C", "O", "O", "H", "H", "H", "C", "C", "N", "C", "C", "C", "S", "N", "C", "O", "C", "C", "C", "C", "C", "C", "H", "H", "H", "H", "H", "H", "H", "H", "H", "H", "H", "H", "H", "H", "H", "N", "C", "C", "C", "C", "C", "C", "H", "H", "H", "H", "H", "H", "H", "F", "C", "F", "F", "C", "C", "C", "N", "C", "C", "H", "H", "H", "H"],
  "positions_angstrom": [[0.78, 0.66, -0.02], [1.08, 6.55, -1.65], [0.96, 5.26, -1.28], [-0.23, 4.54, -1.44], [-0.24, 3.23, -1.04], [0.83, 2.66, -0.52], [1.97, 3.33, -0.34], [2.08, 4.65, -0.72], [3.02, 2.46, 0.32], [4.13, 2.88, 0.55], [2.54, 1.28, 0.62], [-1.41, 2.26, -1.07], [-2.50, 2.59, -1.50], [-1.09, 1.11, -0.54], [0.25, 6.87, -2.02], [-1.13, 4.98, -1.86], [3.01, 5.19, -0.57], [-0.57, -4.92, 0.33], [0.92, -4.60, 0.38], [1.40, -3.87, -0.79], [1.93, -4.68, -1.91], [0.92, -4.88, -3.03], [1.34, -2.54, -0.90], [0.65, -1.68, 0.44], [1.81, -2.06, -2.06], [1.81, -0.80, -2.45], [1.39, 0.23, -1.84], [2.39, -0.55, -3.81], [2.81, -1.60, -4.61], [3.34, -1.34, -5.87], [3.45, -0.04, -6.33], [3.02, 1.02, -5.53], [2.50, 0.76, -4.27], [-0.88, -5.42, 1.24], [-0.80, -5.57, -0.51], [-1.15, -4.00, 0.22], [1.50, -5.52, 0.45], [1.14, -4.01, 1.27], [2.23, -5.64, -1.48], [2.82, -4.18, -2.29], [0.03, -5.41, -2.69], [1.38, -5.47, -3.83], [0.62, -3.92, -3.44], [2.73, -2.61, -4.24], [3.67, -2.17, -6.49], [3.86, 0.16, -7.31], [3.11, 2.03, -5.88], [2.16, 1.57, -3.64], [-2.72, -0.81, 1.19], [-3.66, -0.14, 1.92], [-4.18, 1.09, 1.47], [-5.03, 1.83, 2.27], [-5.40, 1.37, 3.53], [-4.92, 0.15, 3.97], [-4.06, -0.60, 3.18], [-2.57, -1.79, 1.36], [-2.49, -0.48, 0.26], [-3.89, 1.45, 0.48], [-5.41, 2.77, 1.90], [-6.07, 1.95, 4.15], [-5.20, -0.23, 4.94], [-3.66, -1.54, 3.55], [-0.24, 0.55, 6.97], [-1.00, 1.31, 6.16], [-2.27, 0.94, 6.33], [-0.88, 2.58, 6.58], [-0.58, 1.18, 4.72], [0.67, 0.68, 4.38], [1.02, 0.61, 3.05], [0.18, 0.98, 2.07], [-1.02, 1.47, 2.40], [-1.44, 1.58, 3.71], [1.37, 0.36, 5.14], [1.98, 0.24, 2.73], [-1.67, 1.75, 1.59], [-2.43, 1.95, 3.93]],
  "total_charge": 0,
  "e_tot_ev": -97035.6726,
  "spin_multiplicity": 3
}